Record 1
# C3H2NO2S

A 2-piece molecular cluster, C3H2NO2S overall at a distorted geometry (the ωB97M-V functional and the def2-TZVPD basis, OMol25).

Geometry as ORCA input:
```
! RIJCOSX wB97M-V def2-TZVPD def2/J DEFGRID3
* xyz -1 1
S -1.18127 1.09219 -0.36969
O -0.61725 2.36884 0.10311
O -2.53852 0.76489 0.12339
N -0.72975 -2.66446 -0.35597
C -0.35508 -0.27538 0.38224
C 1.79722 -0.03327 0.33717
C -0.57666 -1.50978 -0.09462
H 1.97354 -0.75879 -0.58298
H 2.22777 1.01576 0.45735
*
```

HOMO level (alpha / beta)	-4.17 / -4.11	eV
ΔE to the lowest compared entry with this formula, charge and spin	661.0	kJ/mol
LUMO energy (alpha / beta)	0.11029 / 0.09028	Eh
Kohn-Sham gap (alpha / beta)	7.2 / 6.6	eV

***

Record 2
# C6H10O

An isolated molecule of C6H10O at a distorted geometry (the ωB97M-V functional and the def2-TZVPD basis, OMol25).

Geometry as ORCA input:
```
! RIJCOSX wB97M-V def2-TZVPD def2/J DEFGRID3
* xyz 0 1
O -2.03088 -1.72906 -0.75782
C -1.14952 -1.44141 0.28444
C 0.66661 2.21443 0.15114
C 0.24686 -1.03673 -0.06016
C 1.49576 -1.59974 -0.60058
C -0.60248 1.45840 0.54236
C -0.41927 0.02163 0.32156
H -2.89999 -1.35903 -0.55968
H 1.36241 -1.83630 -1.65809
H -1.38980 -1.91790 1.22947
H 0.91060 2.00970 -0.88888
H 2.30516 -0.87921 -0.50350
H -0.84691 1.63899 1.59436
H 1.75945 -2.51902 -0.07942
H -1.45112 1.80120 -0.05766
H 0.54397 3.28952 0.27435
H 1.49916 1.88454 0.76812
*
```

HOMO level	-8.86	eV
ΔE to the lowest compared entry with this formula, charge and spin	194.8	kJ/mol
LUMO energy	0.03538	Eh
Kohn-Sham gap	9.8	eV
SMILES string	CCC1=C(C)[C@@H]1O

***

Record 3
# C26H26ClN3O2S

An isolated molecule of C26H26ClN3O2S (the ωB97M-V functional and the def2-TZVPD basis, OMol25).

Geometry as ORCA input:
```
! RIJCOSX wB97M-V def2-TZVPD def2/J DEFGRID3
* xyz 0 1
Cl -2.32272 0.29052 -4.59298
S -5.43917 -1.13708 0.64895
O -2.55201 -3.63135 1.45069
O 2.68506 -1.41451 -0.89007
N 3.60851 0.23397 0.33594
N 2.39467 0.60162 2.61242
N -2.78658 -1.41581 1.97183
C 0.90658 -1.31549 2.26466
C -1.26948 0.37388 2.43955
C -3.57685 -1.68792 -1.36499
C 4.06915 -0.70199 1.34172
C 1.12817 0.04801 2.47033
C -4.51702 -0.81895 -0.83008
C -2.90346 -1.34333 -2.52398
C 2.87661 -0.22574 -0.71278
C 1.02121 1.00850 -1.87376
C -4.72760 -2.67612 1.30469
C 1.53941 2.60599 -3.60971
C 2.38953 0.80525 -1.68199
C 3.31542 1.48467 -2.46590
C 3.68850 1.60678 0.76466
C -0.36931 -1.82212 2.12015
C -1.47133 -0.97841 2.17916
C 2.89365 2.38388 -3.42859
C -3.17367 -0.13692 -3.14882
C 3.55972 -0.24310 2.72608
C -4.11806 0.73400 -2.62372
C -3.22207 -2.63006 1.57816
C -4.78496 0.39089 -1.46590
C 0.00478 0.87610 2.59111
C 2.70091 1.84700 1.93844
C 0.61672 1.92275 -2.83776
C 0.01634 0.26730 -1.04894
H -0.51096 -2.87332 1.93486
H 0.03496 0.61538 -0.01662
H 1.73184 -2.00230 2.18432
H 3.33148 -1.09691 3.36357
H -5.25818 -2.84198 2.24478
H 0.12955 1.92506 2.81363
H 3.14347 2.55390 2.65151
H -3.34973 -2.63181 -0.89814
H 3.45432 2.27523 -0.06273
H 4.71774 1.79784 1.08752
H -4.32597 1.67040 -3.11656
H -0.43936 2.09065 -2.99127
H 3.61878 2.90475 -4.03593
H 4.33103 0.35232 3.22700
H 5.16462 -0.74470 1.33149
H -0.98783 0.40890 -1.44043
H -4.95086 -3.50569 0.63325
H 4.37038 1.29452 -2.32494
H 1.20103 3.30590 -4.35944
H -3.48759 -0.68423 2.02246
H -2.11875 1.03848 2.52011
H -5.52217 1.05664 -1.04371
H 3.67868 -1.68221 1.06206
H 1.78083 2.28016 1.54806
H -2.16544 -2.01357 -2.93482
H 0.24750 -0.79563 -1.03861
*
```

HOMO level	-7.52	eV
ΔE to the lowest compared entry with this formula, charge and spin	0.2	kJ/mol
LUMO energy	0.02057	Eh
Kohn-Sham gap	8.1	eV
SMILES string	Cc1ccccc1C(=O)N1CCN(c2ccc(NC(=O)CSc3ccc(Cl)cc3)cc2)CC1

***

Record 4
# C19H23N6O5S

A 2-piece molecular cluster, C19H23N6O5S overall at a distorted geometry (the ωB97M-V functional and the def2-TZVPD basis, OMol25).

Geometry as ORCA input:
```
! RIJCOSX wB97M-V def2-TZVPD def2/J DEFGRID3
* xyz 1 1
S -0.89066 -3.94611 -5.21980
O -0.18874 1.50544 3.64758
O 1.64554 -3.62517 -3.73885
O -1.13857 2.76628 5.12822
O 3.14114 1.50206 1.45766
O 1.74807 2.17517 0.02626
N -0.25005 0.84347 -3.45549
N 2.98937 -2.94208 -5.60310
N 2.53982 1.14620 0.49792
N 1.71306 -3.14520 -6.04415
N 0.10345 1.52604 -2.38307
N -0.15579 2.25046 4.62296
C -1.93215 -2.40369 -5.06253
C 2.93175 -3.24383 -4.21020
C -0.06236 0.90851 -1.13704
C -1.10036 -1.03697 -5.11437
C 1.22956 3.34714 6.35125
C 2.47120 3.59332 6.92694
C 3.61990 3.03536 6.37231
C 0.33424 1.78809 0.16493
C -2.47315 -1.23482 0.68100
C 1.15044 2.53539 5.22118
C -3.33725 -2.27091 -0.20203
C 0.87796 -3.55581 -4.94217
C -3.04243 0.25139 0.37861
C -1.00654 -1.31340 -2.34959
C -0.75951 -0.47109 -3.65547
C 2.29616 1.98065 4.65772
C -0.89483 -1.25839 0.33623
C 3.53393 2.23408 5.23723
C -0.64219 -0.52526 -1.07257
H 2.24150 1.35280 3.77620
H -4.17697 -2.78450 0.38088
H -2.62389 -2.51221 -4.16339
H -1.74731 -0.25356 -5.65269
H -3.79537 -1.65351 -1.06511
H 0.34231 3.78743 6.79240
H -0.25131 2.76753 0.22006
H -2.63254 -3.02172 -0.72152
H -2.35196 1.07416 0.77101
H -0.53717 -2.35417 0.25907
H -2.62058 -2.39892 -5.99005
H 3.80236 -3.21590 -3.46884
H -0.32380 -0.79426 1.20412
H -1.43059 -2.36456 -2.38187
H 0.26773 1.17960 1.12290
H -0.12016 -1.15130 -5.68566
H -2.63452 -1.48084 1.78329
H -3.25138 0.43104 -0.73682
H 4.58699 3.22535 6.82764
H 2.54424 4.21822 7.81058
H -0.13283 1.37101 -4.34676
H -4.03810 0.35757 0.93983
H 4.43232 1.80438 4.80718
*
```

HOMO level	-11.91	eV
LUMO energy	-0.17182	Eh
Kohn-Sham gap	7.2	eV